17
Properties=species:S:1:pos:R:3 method="wB97M-V/def2-TZVPD" orbital_gap_ev=9.8 e_tot_ha=-346.91903 smiles="C/C=C/O.C=CO"
C -0.71791 0.05552 -2.46276
C 0.40132 -0.66077 -2.50196
O 0.78849 -1.55917 -1.55476
H -0.82605 0.98327 -3.00572
H -1.60770 -0.31035 -1.96030
H 1.13657 -0.59005 -3.29368
H 0.18348 -1.45978 -0.80572
C -1.77925 0.32071 2.46416
C -0.34006 0.19820 2.06406
C 0.23656 0.89267 1.10078
O 1.58566 0.75454 0.86089
H -1.87077 0.55309 3.52265
H -2.27496 1.10360 1.89182
H -2.29547 -0.61682 2.25574
H 0.25273 -0.59993 2.49828
H -0.22332 1.74334 0.60301
H 1.75510 0.93067 -0.06958



16
Properties=species:S:1:pos:R:3 method="wB97M-V/def2-TZVPD" orbital_gap_ev=12.2 e_tot_ha=-159.55553 smiles=CC.CC
C 0.07859 1.84502 1.16962
C 1.15262 0.92711 1.72875
H 0.46091 2.76773 0.71867
H -0.36997 1.34049 0.31432
H -0.80261 1.99487 1.74772
H 0.71117 -0.16575 1.78364
H 2.10160 0.96733 1.02834
H 1.47273 1.22188 2.76850
C -1.33579 -1.65628 -1.44351
C 0.09018 -1.15785 -1.26614
H -1.91977 -0.94282 -2.04952
H -1.27852 -2.46061 -2.18223
H -1.89997 -1.92301 -0.53926
H 0.18099 -0.03766 -1.36650
H 0.73492 -1.38893 -2.10546
H 0.62292 -1.33152 -0.30697



18
Properties=species:S:1:pos:R:3 method="wB97M-V/def2-TZVPD" orbital_gap_ev=9.1 e_tot_ha=-456.06368 smiles="O[C@H]1[C@@H]2C=C[C@H]1c1[nH][nH]c12"
C 0.85612 0.28260 -0.77391
C 0.83982 0.25878 0.58557
C -0.81391 -1.65138 -0.68337
C -0.77081 -1.66332 0.63062
C -0.70695 -0.25223 -1.15773
C -0.48976 -0.22336 1.08415
C -1.29927 0.48523 0.01274
N 2.30857 0.42301 -0.77033
N 2.27370 0.29275 0.63808
O -1.19675 1.90054 0.02976
H -1.25636 -2.39176 -1.37031
H -0.66135 -2.40367 1.45458
H -0.93707 0.00922 -2.21151
H -0.76219 -0.04902 2.07364
H -2.34658 0.41698 0.07230
H 2.79693 1.21719 -1.07688
H 2.58170 1.20111 0.96441
H -0.41585 2.14735 0.49820